89
Properties=species:S:1:pos:R:3:forces:R:3:lowdin_charge:R:1 method="wB97M-V/def2-TZVPD" e_lumo_ev=3.443 orbital_gap_ev=5.125 total_charge=-2 multiplicity=1
Pb 0.5930 -0.8685 -1.5924 0.62 -0.09 0.23 1.1999
C -1.8816 6.6013 3.3731 -0.75 -2.44 2.06 -0.1094
C -1.8018 7.1463 2.1379 0.00 1.75 -2.39 -0.1449
C -1.5902 6.4175 0.9616 0.55 -0.95 0.89 -0.0014
C -1.3286 5.0390 1.0828 -0.96 2.02 1.69 -0.0970
C -1.0852 4.0083 0.1626 1.47 -2.54 -1.38 -0.2440
N -1.0879 2.7463 0.8960 0.07 1.42 -0.67 0.1542
C -1.3038 2.9943 2.3196 0.08 0.64 -1.68 -0.2097
N -1.2451 2.2173 3.3100 -0.12 0.42 1.57 0.1744
C -1.0263 0.9453 3.4734 -0.27 -2.90 0.19 -0.2638
C -1.2046 0.1399 4.7041 0.82 -0.44 -1.59 -0.1204
C -1.5732 0.4099 5.9908 0.03 0.89 0.19 -0.0604
C -1.7197 -0.6100 6.8875 -0.32 0.85 1.66 -0.1431
C -1.5188 -1.8972 6.5240 0.69 -4.06 -0.25 -0.1545
C -1.1357 -2.2850 5.2461 0.18 2.48 -0.42 -0.0287
C -0.9676 -1.2079 4.3375 -0.29 -1.32 -1.35 -0.0796
C -0.7998 -1.1817 2.8302 0.05 -0.70 2.42 -0.2779
N -1.1048 -2.3061 2.0762 -0.93 -1.17 -0.61 0.1986
C -1.4417 -2.2007 0.8249 0.68 -0.09 1.97 -0.3113
N -1.0270 -1.1135 0.1115 0.36 1.23 -1.18 -0.0699
C -2.1254 -0.3932 -0.1478 1.02 -0.78 0.29 -0.3187
N -2.0370 0.8841 -0.1078 -0.06 1.62 -0.78 0.2658
C -1.1490 1.8377 -0.1036 -0.85 -1.58 0.55 -0.1520
N -0.7390 1.9665 -2.6235 0.02 -0.14 0.87 0.1072
C -0.3249 2.4368 -1.2736 -1.69 1.48 -0.46 -0.3372
N -0.7721 3.8948 -1.0740 0.43 -0.05 -0.23 0.1822
C 1.1508 2.3283 -0.9216 -0.51 -0.71 0.00 -0.2160
C 2.0148 3.3913 -0.8014 0.44 0.03 0.00 -0.0338
C 3.3478 3.1916 -0.3883 -1.09 2.87 -0.40 -0.1058
C 3.7721 1.9552 -0.0838 0.11 -1.58 -0.17 -0.1154
C 2.9008 0.8792 -0.2629 -0.17 -0.64 -0.43 -0.1447
C 1.5737 1.0264 -0.6733 0.99 -0.56 -0.05 -0.2747
C -3.2886 -1.3212 -0.1648 0.52 -0.80 1.11 -0.0742
C -4.6076 -1.1971 -0.4399 -0.72 1.19 -1.41 -0.0390
C -5.4459 -2.3180 -0.5031 -1.69 0.67 -2.05 -0.1123
C -4.9518 -3.4996 -0.0783 1.58 -1.21 1.00 -0.1102
C -3.6547 -3.6166 0.4959 0.71 -0.31 -0.38 -0.0063
C -2.7888 -2.5622 0.3549 -1.09 0.51 -0.17 -0.0840
N -0.8414 0.0349 2.4370 0.17 2.27 -1.16 0.1701
C -1.4055 4.4432 2.3654 -0.70 -0.03 0.83 -0.0912
C -1.7115 5.1998 3.5112 0.21 1.18 -0.57 -0.0041
H -2.2961 7.1782 4.2293 0.80 -0.32 -0.63 0.1077
H -1.9277 8.2276 2.0354 -0.15 -0.27 -0.02 0.0936
H -1.6305 6.8987 0.0040 0.14 0.13 -0.30 0.1028
H -1.7229 1.4341 6.2356 -0.21 0.69 0.54 0.0957
H -1.9336 -0.4416 7.9412 -0.18 0.35 -0.19 0.0939
H -1.5769 -2.7931 7.1992 -0.21 1.37 -0.03 0.1037
H -0.9164 -3.3105 5.0320 -0.07 -0.29 -0.41 0.0929
H 1.6723 4.3641 -1.0838 -0.13 0.52 0.06 0.0952
H 3.9742 4.1107 -0.3115 -0.29 -0.99 -0.05 0.1084
H 4.7920 1.7686 0.1555 0.66 -0.13 0.40 0.0923
H 3.3000 -0.1347 -0.2009 -0.03 0.22 0.44 0.0664
H -4.9486 -0.2414 -0.8247 -0.17 0.03 0.13 0.1122
H -6.4186 -2.3146 -1.1703 1.89 0.27 1.86 0.1396
H -5.4731 -4.4059 -0.2403 -0.74 -0.72 0.04 0.0834
H -3.1882 -4.5357 0.8883 -0.88 0.26 -0.20 0.1227
H -1.8205 4.7074 4.4637 -0.04 -0.11 0.08 0.0992
C -0.6134 0.7218 -2.8962 -0.40 -0.16 -0.48 -0.3195
C -1.3049 0.2630 -4.2011 -0.48 1.13 2.15 -0.2549
C -0.7608 -0.5799 -5.1284 1.45 -1.19 -0.96 -0.0775
C -1.4584 -0.9703 -6.2875 1.02 0.30 0.37 -0.0776
C -2.7549 -0.4785 -6.4310 1.29 -0.94 -1.48 -0.1397
C -3.3430 0.3264 -5.5110 1.38 0.23 1.91 -0.0940
C -2.6267 0.6623 -4.3411 -1.16 0.17 -0.81 -0.0385
H 0.2664 -0.9372 -4.9213 -0.57 0.13 -0.43 0.1035
H -0.9342 -1.5417 -7.1113 -0.85 0.55 1.23 0.1181
H -3.2067 -0.7237 -7.3657 -0.75 -0.03 -0.45 0.0831
H -4.2954 0.7230 -5.6816 -1.40 0.41 -0.10 0.0770
H -3.1380 1.2280 -3.5553 0.47 0.00 -0.31 0.1079
C 3.7051 -4.9893 2.8368 -0.35 -0.89 -1.01 -0.1655
O 4.9314 -4.6279 2.1984 -0.60 -0.37 -0.10 -0.2970
C 4.9785 -4.5505 0.8341 0.71 0.51 0.77 -1.4385
S 6.5153 -4.1742 0.2834 0.35 0.04 -0.30 0.4183
S 3.5947 -4.7305 -0.0527 -0.92 -0.29 -0.53 0.5493
H 3.9356 -4.8658 3.8714 -0.19 0.11 0.78 0.0668
H 3.3887 -6.0417 2.6215 0.63 0.55 0.15 0.0821
H 2.8383 -4.4205 2.4901 0.33 0.43 0.20 0.0479
S 3.5287 -4.3252 -5.0309 0.40 -0.07 0.00 0.4453
C 4.3041 -3.1383 -4.1274 -1.01 -0.05 1.07 -0.9445
N 4.7923 -1.9922 -4.6419 0.74 2.00 -0.21 -0.0173
C 4.9101 -0.9001 -3.6543 2.09 -2.70 0.85 -0.1257
C 4.9285 -1.7413 -2.3343 -0.40 0.00 -0.43 -0.1312
N 4.3987 -3.0468 -2.7871 -0.05 0.38 -0.09 0.0214
H 4.6264 -1.6916 -5.5790 -0.34 -0.62 -0.42 0.1063
H 4.0711 -0.2975 -3.5932 -1.72 1.47 -0.46 0.0764
H 5.8407 -0.3284 -3.8006 -0.47 -0.11 0.05 0.1143
H 4.2723 -1.2466 -1.5887 0.47 -0.65 -0.31 0.0859
H 5.9245 -1.8768 -1.9337 0.19 0.02 0.25 0.0853
H 4.1328 -3.7769 -2.1068 0.16 0.22 -0.35 0.0062